79
Properties=species:S:1:pos:R:3 method="wB97M-V/def2-TZVPD" orbital_gap_ha=0.259 fmax_ev_per_a=0.17
Rh -0.166 -0.289 -0.218
O -3.577 3.931 3.782
C -2.473 3.476 4.136
O -1.868 3.492 5.213
C -1.747 2.698 3.004
C -0.647 1.899 3.283
C -0.127 1.093 2.283
N -0.663 1.120 1.063
C -1.690 1.918 0.752
C -2.257 2.727 1.713
C -2.138 1.771 -0.645
C -3.026 2.653 -1.241
C -3.334 2.497 -2.581
C -2.738 1.467 -3.290
C -1.878 0.612 -2.627
N -1.598 0.738 -1.330
C 0.968 0.111 2.407
C 1.732 -0.008 3.552
C 2.741 -0.955 3.597
C 2.958 -1.752 2.489
C 2.161 -1.582 1.369
N 1.186 -0.676 1.325
H -0.267 1.908 4.296
H -3.127 3.345 1.532
H -3.439 3.467 -0.663
H -4.011 3.186 -3.069
H -2.923 1.322 -4.344
H -1.393 -0.200 -3.142
H 1.534 0.636 4.396
H 3.348 -1.063 4.486
H 3.736 -2.502 2.473
H 2.307 -2.158 0.468
C -5.495 -0.553 -1.695
C -4.887 -0.421 -0.339
C -5.429 0.279 0.706
C -4.739 0.298 1.931
N -3.590 -0.355 2.096
C -3.066 -1.006 1.063
S -1.547 -1.808 1.162
N -3.710 -1.041 -0.131
C -5.269 1.060 3.097
H -6.435 -0.010 -1.748
H -5.675 -1.604 -1.923
H -4.814 -0.165 -2.453
H -6.366 0.804 0.589
H -3.195 -1.519 -0.900
H -5.622 2.046 2.795
H -4.500 1.192 3.852
H -6.114 0.517 3.529
O 5.577 -1.613 -5.634
C 4.234 -1.717 -5.512
O 3.627 -2.463 -6.230
C 3.586 -0.887 -4.454
C 2.230 -0.603 -4.599
C 1.561 0.109 -3.622
C 2.208 0.495 -2.448
S 1.345 1.277 -1.121
C 3.571 0.240 -2.324
C 4.255 -0.433 -3.322
H 5.908 -0.903 -5.072
H 1.719 -0.954 -5.486
H 0.515 0.354 -3.753
H 4.080 0.531 -1.415
H 5.303 -0.664 -3.157
O -2.184 -2.226 -2.068
C -0.985 -2.466 -2.224
N 0.070 -1.872 -1.588
C 1.246 -2.499 -2.011
O 2.347 -2.337 -1.538
C 0.905 -3.450 -3.112
C 1.704 -4.214 -3.934
C 1.058 -5.001 -4.885
C -0.331 -5.020 -4.982
C -1.124 -4.241 -4.142
C -0.470 -3.456 -3.217
H 2.782 -4.186 -3.857
H 1.644 -5.603 -5.567
H -0.799 -5.645 -5.731
H -2.204 -4.244 -4.214



79
Properties=species:S:1:pos:R:3 method="wB97M-V/def2-TZVPD" total_charge=-2 orbital_gap_ha="0.136 / 0.166" spin_multiplicity=5 fmax_ev_per_a=3.97 s2=6.0524
Ir 13.575 14.222 11.035
C 13.998 16.243 14.936
C 13.072 15.043 14.982
C 12.001 15.011 15.883
C 11.086 13.964 15.902
C 11.247 12.877 15.056
C 12.316 12.823 14.144
C 12.476 11.648 13.213
C 13.207 13.929 14.067
N 14.157 13.991 13.032
C 15.490 14.206 13.393
O 16.038 14.072 14.503
C 16.234 14.760 12.248
C 17.473 15.441 12.401
C 18.046 16.089 11.319
C 17.404 15.939 10.102
C 16.166 15.260 10.036
N 15.563 14.708 11.088
C 15.358 15.224 8.813
O 15.854 15.501 7.699
N 14.059 14.822 9.101
C 13.114 14.868 8.042
C 13.085 13.741 7.167
C 14.120 12.642 7.240
C 12.003 13.667 6.271
C 11.066 14.687 6.175
C 11.170 15.817 6.954
C 12.213 15.966 7.876
C 12.343 17.227 8.694
H 13.601 17.032 15.585
H 14.031 16.632 13.901
H 15.032 16.001 15.231
H 11.859 15.847 16.562
H 10.243 14.012 16.578
H 10.527 12.055 15.075
H 11.724 10.883 13.447
H 13.482 11.204 13.305
H 12.336 11.918 12.160
H 17.917 15.404 13.390
H 18.929 16.713 11.418
H 17.763 16.339 9.167
H 14.179 12.263 8.279
H 15.123 13.017 6.957
H 13.853 11.812 6.570
H 11.876 12.777 5.651
H 10.235 14.588 5.486
H 10.400 16.584 6.887
H 12.496 18.114 8.054
H 13.193 17.137 9.386
H 11.435 17.394 9.287
O 6.351 14.060 11.445
C 6.972 15.110 11.262
O 6.586 16.288 11.146
C 8.483 14.903 11.135
C 9.068 13.824 10.483
C 10.431 13.623 10.384
N 11.351 14.411 10.933
C 10.795 15.503 11.516
C 9.415 15.764 11.661
C 11.841 16.441 12.094
O 11.445 17.410 12.775
O 13.046 16.073 11.782
H 8.425 13.089 10.018
H 10.788 12.783 9.815
H 9.171 16.654 12.235
Br 15.695 6.060 12.162
C 14.643 7.391 11.337
C 13.470 7.029 10.680
C 12.711 8.009 10.092
C 13.105 9.355 10.149
C 14.298 9.711 10.745
C 15.078 8.704 11.373
C 14.722 11.277 10.785
O 15.909 11.406 11.132
O 13.870 12.160 10.433
H 13.158 5.986 10.651
H 11.804 7.729 9.576
H 12.523 10.142 9.712
H 16.020 8.950 11.837



80
Properties=species:S:1:pos:R:3 method="wB97M-V/def2-TZVPD" total_charge=-2 orbital_gap_ha="0.164 / 0.167" spin_multiplicity=6 fmax_ev_per_a=1.40 s2=9.0626
Fe 1.656 0.840 2.591
S 2.471 -1.561 1.943
C 3.917 -1.861 2.882
C 4.662 -3.031 2.706
C 5.801 -3.306 3.449
C 6.226 -2.390 4.404
C 5.497 -1.222 4.587
C 4.351 -0.941 3.845
S 3.467 0.544 4.166
H 4.312 -3.731 1.955
H 6.355 -4.225 3.287
H 7.114 -2.581 4.997
H 5.812 -0.494 5.328
C -5.542 -1.746 3.785
C -4.923 -2.469 2.594
C -5.892 -2.452 1.417
C -5.313 -3.212 0.238
C -3.958 -2.661 -0.110
C -3.467 -2.757 -1.393
C -2.216 -2.241 -1.690
F -1.768 -2.354 -2.967
C -1.435 -1.633 -0.748
C -1.918 -1.523 0.552
C -1.033 -0.884 1.571
O 0.050 -0.451 1.219
C -1.563 -0.852 2.911
C -2.803 -1.356 3.120
N -3.644 -1.873 2.180
C -3.181 -2.024 0.877
C -0.863 -0.283 4.154
O -1.465 -0.474 5.222
O 0.219 0.339 4.009
H -6.564 -2.103 3.918
H -5.570 -0.670 3.606
H -5.007 -1.919 4.716
H -4.744 -3.517 2.873
H -6.073 -1.410 1.136
H -6.843 -2.880 1.738
H -5.974 -3.150 -0.629
H -5.236 -4.275 0.495
H -4.052 -3.229 -2.173
H -0.451 -1.242 -0.974
H -3.161 -1.330 4.138
C 1.447 -1.311 -7.079
O 1.730 -0.017 -7.564
C 1.509 1.026 -6.694
C 0.846 0.899 -5.482
C 0.689 2.003 -4.657
C 1.197 3.255 -5.027
C 1.829 3.369 -6.283
C 1.990 2.274 -7.099
N 1.142 4.399 -4.247
N 0.610 4.232 -3.041
C 1.250 3.608 -2.055
C 2.621 3.255 -2.074
C 3.230 2.562 -1.053
C 2.526 2.140 0.104
O 3.005 1.456 1.039
C 1.119 2.529 0.161
N 0.457 2.108 1.250
C -0.829 2.364 1.371
C -1.539 3.068 0.397
C -0.877 3.511 -0.727
C 0.490 3.246 -0.871
H 1.826 -2.007 -7.825
H 0.371 -1.469 -6.953
H 1.944 -1.497 -6.122
H 0.444 -0.051 -5.161
H 0.169 1.895 -3.717
H 2.207 4.342 -6.570
H 2.492 2.351 -8.055
H 3.193 3.536 -2.950
H 4.276 2.289 -1.121
H -1.307 2.000 2.272
H -2.598 3.247 0.534
H -1.387 4.056 -1.511
F 0.440 3.129 3.825
C 1.703 2.635 3.600
F 2.350 3.609 2.886
H 2.189 2.546 4.573



78
Properties=species:S:1:pos:R:3 method="wB97M-V/def2-TZVPD" total_charge=+1 orbital_gap_ha=0.261 fmax_ev_per_a=0.26
Pt 1.081 -0.053 -1.997
C 0.466 -1.771 5.157
C 0.656 -0.265 5.027
C -0.388 0.451 5.871
C -0.481 1.928 5.536
C -0.840 2.077 4.090
C -1.694 3.048 3.635
C -1.951 3.172 2.267
F -2.800 4.129 1.871
C -1.347 2.379 1.339
C -0.465 1.378 1.784
C 0.252 0.577 0.814
O -0.016 0.779 -0.422
C 1.183 -0.352 1.319
C 1.261 -0.531 2.684
N 0.572 0.163 3.587
C -0.254 1.196 3.157
C 2.085 -1.245 0.499
O 2.450 -2.303 0.963
O 2.482 -0.780 -0.658
H 0.461 -2.027 6.216
H 1.254 -2.354 4.686
H -0.498 -2.065 4.739
H 1.658 0.014 5.362
H -0.121 0.304 6.917
H -1.359 -0.024 5.709
H 0.483 2.415 5.720
H -1.216 2.429 6.164
H -2.168 3.736 4.324
H -1.532 2.510 0.283
H 1.916 -1.306 3.054
S 2.291 -0.932 -3.724
C 1.488 -0.277 -5.154
C 2.045 -0.539 -6.403
C 1.440 -0.053 -7.549
C 0.277 0.701 -7.455
C -0.278 0.966 -6.215
C 0.326 0.475 -5.061
S -0.428 0.814 -3.499
H 2.954 -1.124 -6.471
H 1.878 -0.261 -8.515
H -0.197 1.086 -8.348
H -1.184 1.556 -6.136
N 6.920 2.348 -1.687
C 5.783 2.484 -1.765
C 4.360 2.655 -1.862
C 3.782 3.921 -1.857
C 2.407 4.022 -1.948
C 1.651 2.870 -2.039
N 2.220 1.657 -2.047
C 3.548 1.536 -1.958
H 4.407 4.801 -1.782
H 1.913 4.982 -1.952
H 0.575 2.890 -2.128
H 3.955 0.536 -1.967
C -0.088 -4.137 -1.772
C 0.627 -2.961 -1.832
N -0.002 -1.774 -1.830
C -1.330 -1.720 -1.715
C -2.110 -2.860 -1.635
C -1.471 -4.090 -1.701
C -3.579 -2.724 -1.521
C -4.245 -2.219 -0.484
C -3.680 -1.856 0.826
C -4.469 -1.253 1.800
C -3.886 -1.007 3.031
N -2.625 -1.343 3.303
C -1.962 -1.917 2.304
N -2.408 -2.180 1.088
H 0.445 -5.076 -1.786
H 1.705 -2.942 -1.891
H -1.779 -0.739 -1.688
H -2.049 -5.004 -1.659
H -4.150 -3.051 -2.383
H -5.321 -2.117 -0.571
H -5.501 -0.994 1.607
H -4.448 -0.537 3.829
H -0.940 -2.218 2.503



79
Properties=species:S:1:pos:R:3 method="wB97M-V/def2-TZVPD" orbital_gap_ha="0.251 / 0.260" spin_multiplicity=2 fmax_ev_per_a=3.05 s2=0.7898
Ru -0.435 -0.629 1.004
O -3.096 -2.723 2.460
C -3.128 -1.813 1.653
O -2.559 -0.680 1.705
C -3.996 -1.960 0.388
C -5.335 -2.303 0.500
C -6.140 -2.306 -0.627
C -5.608 -1.996 -1.870
C -4.262 -1.705 -1.997
C -3.453 -1.683 -0.863
P -1.675 -1.319 -1.019
C -1.712 0.136 -2.108
C -1.569 0.081 -3.488
C -1.620 1.252 -4.224
C -1.820 2.467 -3.591
C -1.977 2.520 -2.213
C -1.917 1.358 -1.470
C -1.014 -2.663 -2.037
C 0.242 -2.462 -2.608
C 0.837 -3.467 -3.339
C 0.196 -4.690 -3.485
C -1.043 -4.899 -2.899
C -1.650 -3.895 -2.166
H -5.733 -2.560 1.470
H -7.188 -2.550 -0.533
H -6.244 -1.983 -2.743
H -3.838 -1.481 -2.966
H -1.407 -0.868 -3.980
H -1.498 1.211 -5.296
H -1.845 3.378 -4.172
H -2.135 3.468 -1.720
H -2.015 1.380 -0.386
H 0.742 -1.512 -2.463
H 1.804 -3.302 -3.790
H 0.671 -5.483 -4.043
H -1.539 -5.852 -3.014
H -2.609 -4.063 -1.696
C 5.023 2.725 1.305
C 4.311 2.872 -0.036
N 3.551 1.690 -0.393
C 4.177 0.710 -1.254
C 3.843 0.933 -2.726
C 2.295 1.554 0.043
S 1.369 0.253 -0.641
N 1.840 2.463 0.881
C 0.689 2.432 1.556
O -0.170 1.524 1.533
C 0.444 3.600 2.437
C 1.339 4.664 2.524
C 1.065 5.726 3.367
C -0.097 5.739 4.125
C -0.990 4.682 4.040
C -0.723 3.616 3.203
H 5.549 3.647 1.536
H 5.742 1.909 1.293
H 4.291 2.537 2.084
H 5.029 3.058 -0.837
H 3.615 3.711 0.016
H 3.848 -0.285 -0.946
H 5.256 0.777 -1.101
H 2.773 0.839 -2.881
H 4.347 0.192 -3.337
H 4.151 1.923 -3.050
H 2.245 4.647 1.940
H 1.759 6.550 3.433
H -0.304 6.570 4.783
H -1.894 4.689 4.629
H -1.401 2.778 3.141
F -0.210 -0.752 3.953
C 0.413 -1.895 3.588
C 0.624 -2.090 2.228
C 1.272 -3.260 1.859
F 1.485 -3.486 0.543
C 1.720 -4.190 2.787
F 2.365 -5.301 2.401
C 1.503 -3.952 4.140
F 1.948 -4.827 5.050
C 0.838 -2.798 4.553
F 0.637 -2.583 5.860



73
Properties=species:S:1:pos:R:3 method="wB97M-V/def2-TZVPD" total_charge=-2 orbital_gap_ha="0.186 / 0.205" spin_multiplicity=4 fmax_ev_per_a=0.50 s2=3.7630
V 1.141 -0.461 2.078
C 6.716 -0.813 0.949
C 5.813 -1.861 0.753
C 4.457 -1.638 0.682
C 3.913 -0.330 0.786
C 4.837 0.720 1.012
C 6.196 0.469 1.087
N 2.578 -0.177 0.627
N 1.971 1.059 1.025
C 1.993 2.123 0.234
C 2.800 2.202 -0.950
C 2.737 3.322 -1.734
C 1.898 4.387 -1.376
C 1.163 4.226 -0.211
N 1.187 3.166 0.578
H 7.782 -0.996 1.006
H 6.181 -2.879 0.663
H 3.767 -2.462 0.539
H 4.460 1.725 1.140
H 6.868 1.305 1.260
H 3.418 1.357 -1.215
H 3.340 3.373 -2.637
H 1.808 5.287 -1.970
H 0.488 5.022 0.103
O -0.589 -0.416 5.421
C -0.347 -1.062 4.407
O 0.834 -1.256 3.911
C -1.446 -1.835 3.704
C -2.125 -2.765 4.477
C -2.978 -3.702 3.903
C -3.126 -3.691 2.524
C -2.493 -2.726 1.753
C -1.679 -1.731 2.311
H -1.941 -2.765 5.545
H -3.485 -4.437 4.517
H -3.754 -4.428 2.035
H -2.658 -2.744 0.684
H -1.136 0.291 2.118
C -1.046 -0.647 1.550
Ge -1.411 -0.199 -0.266
C -3.091 -0.902 -1.068
C -4.308 -0.524 -0.494
C -5.518 -0.937 -1.029
C -5.534 -1.742 -2.164
C -4.338 -2.122 -2.751
C -3.128 -1.701 -2.206
C 0.011 -0.803 -1.475
C 0.763 0.029 -2.295
C 1.798 -0.477 -3.073
C 2.098 -1.829 -3.045
C 1.365 -2.674 -2.223
C 0.339 -2.160 -1.447
C -1.698 1.739 -0.515
C -1.797 2.284 -1.795
C -2.056 3.632 -1.993
C -2.237 4.469 -0.900
C -2.158 3.945 0.381
C -1.890 2.596 0.567
H -4.312 0.096 0.397
H -6.446 -0.633 -0.559
H -6.478 -2.069 -2.586
H -4.338 -2.748 -3.637
H -2.202 -2.008 -2.681
H 0.592 1.098 -2.297
H 2.393 0.202 -3.674
H 2.920 -2.219 -3.635
H 1.611 -3.728 -2.163
H -0.192 -2.830 -0.775
H -1.678 1.646 -2.665
H -2.109 4.027 -3.001
H -2.429 5.526 -1.047
H -2.285 4.587 1.244
H -1.805 2.219 1.579